[1]
21
Properties=species:S:1:pos:R:3 method="wB97M-V/def2-TZVPD" de_lowest_kj_mol=228.5 multiplicity=1
H 0.123 -0.669 -1.205
H 2.546 0.385 1.382
C 1.982 0.133 0.460
C 0.559 0.683 0.418
H -1.382 -0.449 -2.891
H 0.913 1.200 2.588
H 0.510 -0.452 2.378
C -0.929 -1.414 0.416
H 2.580 0.231 -0.452
H -1.988 -1.407 0.681
H -0.160 -0.599 -3.685
C -0.444 -0.158 -0.348
H -0.794 0.677 2.317
C 0.230 0.533 1.995
H -1.456 1.205 -1.571
O -0.650 0.114 -3.254
H 1.888 -0.949 0.735
H -2.315 0.933 -0.159
O -0.174 -2.295 0.733
H 0.641 1.790 0.309
N -1.681 0.506 -0.849

[2]
107
Properties=species:S:1:pos:R:3 method="wB97M-V/def2-TZVPD" de_lowest_kj_mol=0.0 total_charge=-1 multiplicity=1
C 0.446 -4.484 -2.557
H 1.120 -5.335 -2.583
C -0.421 -4.263 -3.628
H 2.886 -0.410 3.297
N -0.921 1.408 2.464
C -5.219 4.380 0.013
C -3.292 0.252 6.387
C -2.875 -1.717 5.062
H -4.156 6.481 -1.428
H -5.641 3.386 -2.825
N -2.709 -2.501 0.851
C -4.011 -3.789 -0.455
H 4.964 2.351 0.794
C -2.750 4.668 -0.051
C 0.368 2.385 -2.987
O -2.948 0.694 1.445
C -3.894 3.034 -1.608
H 1.750 -1.326 -3.029
C -0.588 2.349 -3.951
C 0.794 4.081 1.605
C 3.897 2.202 0.622
C 4.195 1.483 -1.733
H -3.257 5.519 -2.611
N -0.216 1.260 4.725
H -3.286 2.113 5.314
C 0.574 4.776 -2.219
N -0.710 -3.659 6.783
C 0.233 -3.049 3.586
H 3.715 2.386 -2.118
H -4.329 -1.592 -0.088
N -1.939 -0.111 -1.679
H -6.133 4.188 -0.553
C -3.988 4.388 -0.903
N -0.010 -2.675 2.506
H 3.959 0.662 -2.404
C 1.577 -0.892 -4.015
C -2.994 -4.561 0.064
H -0.211 4.156 2.025
H -2.819 5.675 0.367
H 0.963 -1.592 -4.579
C -4.837 1.466 -3.224
C 0.886 0.421 -3.844
C -3.840 0.555 -2.888
C -2.114 -1.142 -2.449
H -2.159 2.323 -0.541
H 1.138 -3.845 -0.655
N 0.634 3.084 -0.645
H -3.479 0.712 7.351
N 1.728 -0.301 -0.199
C -2.915 2.114 -1.284
H 3.424 1.880 1.548
C -1.269 -3.173 -3.581
H -5.586 1.227 -3.968
C 1.812 0.062 5.109
H 2.532 -0.763 -4.528
C -3.082 -1.131 6.315
N 1.134 0.564 2.885
H -5.322 5.345 0.515
C 0.525 3.441 -1.975
H 2.500 -0.404 5.797
H -2.473 -2.723 7.387
H -2.668 3.973 0.785
N -3.101 -1.927 7.450
C 0.444 -3.624 -1.466
C -0.121 -3.571 5.785
N -2.259 -3.760 0.847
S -3.518 -1.032 -3.502
H 1.195 3.119 1.919
H -1.388 3.052 -4.120
H -1.375 -3.929 1.313
H -0.426 -4.929 -4.483
C 2.006 0.047 3.739
C 2.634 0.404 -0.285
H -4.791 -4.099 -1.127
C 0.727 4.126 0.116
H -2.628 -1.402 2.969
H 1.404 4.893 2.002
H -5.020 5.422 -2.541
S 0.718 5.633 -0.743
C -2.926 0.447 4.029
H -1.937 -2.976 -4.416
O -3.043 2.753 2.817
S -2.500 1.426 2.640
H 5.277 1.623 -1.697
C -2.791 -0.933 3.932
H 0.470 0.833 6.603
N 0.628 -3.538 4.713
H -2.963 -1.419 8.308
H -5.116 3.608 0.778
C -0.395 -2.497 -1.353
H -2.744 -5.599 -0.073
C -3.197 1.037 5.254
C -1.235 -2.321 -2.467
H 0.544 5.274 -3.173
C 0.674 0.723 5.542
C -4.116 5.515 -1.937
H -2.753 -2.789 4.992
C -4.853 2.685 -2.578
C -3.781 -2.508 0.071
H 3.445 3.144 0.300
C -2.890 0.870 -1.917
N 3.721 1.165 -0.390
S -0.440 0.898 -4.844
N 1.205 1.297 -2.945
Sr -0.744 -0.658 0.752
H -1.842 4.614 -0.657
C -0.005 1.088 3.406

[3]
14
Properties=species:S:1:pos:R:3 method="wB97M-V/def2-TZVPD" de_lowest_kj_mol=39.9 multiplicity=1
H 0.135 2.158 -0.899
C -0.913 -0.352 -0.061
H -0.469 -2.311 0.586
F 2.804 -0.056 0.005
H 1.686 2.055 0.041
H -2.034 -1.951 0.478
H -2.753 0.077 -0.253
C 0.638 1.696 -0.027
F 1.599 -1.830 -0.347
C 0.508 0.208 -0.034
C 1.565 -0.557 -0.126
N -1.148 -1.736 0.070
H 0.209 2.090 0.920
N -1.828 0.508 -0.352

[4]
79
Properties=species:S:1:pos:R:3 method="wB97M-V/def2-TZVPD" total_charge=+1 multiplicity=1
H 6.484 -0.149 -1.045
H -6.235 -1.139 -1.886
H 3.434 0.813 0.884
C 7.737 0.083 1.483
N 0.989 -3.334 -2.710
H 8.817 -0.124 -0.410
H 9.276 5.338 4.258
C -0.048 -0.695 0.196
H 7.745 6.172 6.364
H -0.338 -1.250 -1.932
C 6.478 0.885 1.728
H -10.082 -3.564 -5.211
H 0.767 -3.980 -0.646
H 6.708 1.857 2.179
C 7.471 5.653 5.441
C -7.880 -3.927 -3.603
O -8.350 0.751 -2.052
C -1.625 -0.381 0.533
H -7.227 -4.073 -2.738
C -0.309 -1.897 -0.930
H 6.870 1.563 -1.328
H 0.691 -0.980 1.062
H -9.451 -3.364 -2.247
O 7.965 3.731 4.150
H -4.339 -2.405 -1.195
C 1.441 1.637 0.110
S -7.806 0.241 -0.482
H 6.215 2.720 4.626
C 0.913 -2.949 -1.226
H -4.300 -2.912 0.621
H -10.847 -2.486 -4.028
N -1.745 -2.459 -0.945
H -8.846 -1.141 -3.849
H 1.191 1.495 1.244
H 8.493 0.230 2.258
C -5.065 -0.703 0.139
C -6.443 -1.051 -0.730
H 1.992 -3.568 -2.968
H -7.697 -4.736 -4.319
H 8.684 1.530 0.218
C -9.908 -2.973 -4.303
H 1.330 0.109 -1.579
C 3.057 1.394 -0.086
H 6.043 4.117 3.540
C -9.343 -3.856 -3.221
C -4.062 -2.020 -0.099
H 6.492 4.101 6.548
H 7.188 6.405 4.695
H -5.278 -0.522 1.278
H -7.523 0.992 -2.581
C 0.584 0.499 -0.733
H 3.342 0.727 -1.008
O 5.883 1.128 0.446
H -4.552 0.219 -0.401
C 8.586 4.784 4.901
C 8.161 0.571 0.122
C 6.832 0.775 -0.571
H -6.807 -2.122 -0.351
O -9.038 -0.534 0.130
C 6.352 4.659 5.614
H -8.757 -1.614 -5.561
H -0.291 1.067 -1.310
H -1.916 0.731 0.310
H 9.158 4.323 5.713
H -1.684 -0.509 1.702
H 0.749 -2.525 -3.326
H -9.817 -4.839 -3.163
H 7.496 -0.985 1.436
H -2.070 -3.303 -1.505
H 3.640 2.404 -0.199
H 5.765 0.362 2.372
C 6.558 3.740 4.430
H 5.359 5.114 5.634
Br 0.964 3.519 -0.496
O -7.369 1.440 0.400
H 1.961 -2.533 -0.846
O -7.558 -2.689 -4.250
C -2.477 -1.601 -0.156
C -8.780 -1.992 -4.535

| no. | DFT total energy (hartree) | gap between HOMO and LUMO (Ha) |
| --- | --- | --- |
| 1 | -403.48960 | 0.380 |
| 2 | -4205.15584 | 0.248 |
| 3 | -465.23631 | 0.374 |
| 4 | -4436.54831 | 0.232 |